This record from the Open Molecules 2025 dataset describes a structure of composition C18H18BCl3F4N4O5SSiTi. The level of theory is ωB97M-V with the def2-TZVPD basis set.

```
56
Properties=species:S:1:pos:R:3:forces:R:3
Ti 0.247406 -0.227983 -0.550905 -0.567 0.073 -0.160
O 1.407381 0.381638 2.834717 0.151 0.037 0.012
C 0.319314 0.125302 3.699405 -0.124 -0.143 0.108
C -0.501299 -1.091172 3.289627 0.078 0.150 0.020
N -1.050344 -1.006890 1.943540 0.096 -0.062 -0.102
C -2.024355 0.071596 1.818080 -0.284 0.164 0.187
C -1.444163 1.387035 1.311934 0.302 0.166 -0.107
O -1.834033 2.465855 1.697402 -0.086 -0.163 0.156
O -0.518210 1.228048 0.400328 -0.017 0.087 0.083
C -1.625131 -2.282709 1.539073 -0.136 -0.103 0.135
C -1.923412 -2.321743 0.041305 0.008 0.227 -0.410
O -2.843121 -2.976824 -0.400524 0.060 -0.159 0.303
O -1.122885 -1.595305 -0.680865 -0.318 -0.340 0.064
H 1.707089 -0.453905 2.460925 -0.038 -0.011 -0.013
H -0.287640 1.032810 3.720025 -0.032 -0.022 -0.058
H 0.672404 -0.050752 4.726005 -0.003 0.018 -0.042
H -1.299040 -1.243395 4.038637 0.010 0.061 -0.015
H 0.140686 -1.977091 3.333298 0.017 0.026 -0.036
H -2.547547 0.261090 2.764720 0.000 -0.006 -0.061
H -2.779655 -0.205107 1.075877 0.028 -0.013 0.009
H -2.545309 -2.530114 2.087937 0.019 0.057 -0.038
H -0.897055 -3.068567 1.749256 -0.027 -0.032 -0.025
N 4.269354 -1.679127 0.261624 0.070 0.085 0.209
C 4.360292 -2.207320 1.571155 -0.085 -0.034 -0.157
C 5.537758 -2.140991 2.296723 -0.064 -0.028 0.059
C 5.573966 -2.670506 3.579418 0.072 0.002 0.015
C 4.435724 -3.222036 4.145540 0.006 0.011 0.003
C 3.250134 -3.256056 3.424235 -0.068 -0.013 0.001
C 3.215542 -2.778391 2.122927 0.182 0.055 -0.031
S 1.815141 -2.908889 1.065659 0.019 0.064 0.061
N 1.948157 -1.378842 0.288556 0.196 -0.522 0.265
C 3.119818 -1.027778 -0.100821 0.064 0.280 -0.206
C 3.207203 0.237578 -0.893327 0.252 -0.695 0.242
C 4.348943 0.651368 -1.553476 -0.081 0.217 0.028
C 4.321938 1.901038 -2.156010 -0.022 -0.067 0.024
C 3.179289 2.674861 -2.050294 -0.116 0.099 -0.011
C 2.060761 2.148608 -1.422059 0.000 -0.148 -0.032
N 2.070811 0.926533 -0.890971 0.302 0.676 -0.072
H 5.124324 -1.268258 -0.076969 -0.046 -0.020 -0.050
H 6.420750 -1.686763 1.863738 0.000 0.008 -0.022
H 6.498300 -2.638033 4.141016 -0.005 0.003 0.007
H 4.466103 -3.618498 5.151019 -0.003 -0.009 0.010
H 2.353073 -3.673278 3.863662 -0.024 -0.013 -0.014
H 5.215300 0.011323 -1.638669 0.021 0.019 0.013
H 5.182158 2.261245 -2.703842 0.011 0.009 0.002
H 3.117902 3.660580 -2.487916 0.034 0.005 -0.018
H 1.116174 2.672752 -1.364685 0.057 0.063 -0.043
F 3.142996 -2.283097 -2.454564 0.018 0.028 -0.009
B 1.752803 -2.463759 -2.658309 0.356 -0.117 0.024
F 1.276194 -3.454204 -1.824012 -0.081 -0.030 -0.026
F 1.469981 -2.657262 -3.979354 -0.063 0.028 0.004
F 1.154031 -1.184898 -2.212458 -0.148 0.058 -0.265
Cl -0.741737 2.828031 -3.293980 0.059 0.009 -0.128
Si -1.102232 0.835695 -2.583626 0.060 -0.103 0.290
Cl -3.143181 1.019003 -2.069396 -0.026 -0.035 0.023
Cl -1.121251 -0.319346 -4.316831 -0.085 0.105 -0.205
```
Forces are in eV/Å.

Max |F| in eV Å⁻¹: 0.78
Net charge: -1
Calculated total energy in Ha: -4634.65219
⟨S²⟩: 0.754
Spin multiplicity: 2
Highest occupied orbital energy (spin up / spin down) in eV: -4.8893 / -5.1720
Energy above the lowest of the compared OMol25 structures with the same formula, charge and spin in kcal/mol: 18.8